{
  "formula": "C32H25N4O6Tc",
  "method": "the ωB97M-V functional and the def2-TZVPD basis",
  "elements": ["Tc", "C", "C", "C", "C", "C", "C", "C", "C", "N", "C", "O", "C", "C", "C", "C", "C", "N", "C", "O", "N", "C", "C", "C", "C", "C", "C", "C", "C", "H", "H", "H", "H", "H", "H", "H", "H", "H", "H", "H", "H", "H", "H", "H", "H", "H", "H", "H", "H", "H", "O", "C", "O", "C", "O", "O", "N", "C", "C", "C", "C", "C", "C", "C", "H", "H", "H", "H"],
  "positions_angstrom": [[-0.77768, 0.55186, -0.27612], [0.96699, 3.50243, -1.23482], [1.86336, 3.06688, -0.10932], [3.21846, 3.38025, -0.17410], [4.08090, 3.03944, 0.84985], [3.58087, 2.41018, 1.97897], [2.23537, 2.08640, 2.08575], [1.74337, 1.47581, 3.36822], [1.38260, 2.37909, 1.00780], [0.03057, 1.91948, 1.02436], [-0.77121, 2.35912, 2.03707], [-0.58892, 3.30928, 2.77727], [-1.94035, 1.42895, 2.24840], [-2.88284, 1.51436, 3.25206], [-3.83372, 0.50187, 3.34218], [-3.82382, -0.55890, 2.44422], [-2.85375, -0.56800, 1.45985], [-1.95257, 0.40416, 1.40193], [-2.70205, -1.60312, 0.37341], [-3.44632, -2.57267, 0.33818], [-1.68585, -1.29901, -0.46945], [-1.47649, -2.19224, -1.57469], [-2.10349, -1.90857, -2.79091], [-3.12687, -0.81607, -2.93511], [-1.82844, -2.71481, -3.89089], [-0.99319, -3.81025, -3.77923], [-0.44611, -4.12689, -2.54645], [-0.67991, -3.33265, -1.43082], [-0.10383, -3.73753, -0.10455], [1.26158, 4.49463, -1.57816], [-0.07633, 3.54832, -0.92789], [1.04847, 2.82663, -2.08819], [3.58995, 3.90456, -1.04723], [5.13550, 3.27445, 0.77884], [4.24503, 2.15796, 2.79765], [2.54300, 0.91084, 3.84825], [0.90483, 0.80089, 3.21026], [1.40660, 2.26004, 4.04916], [-2.84987, 2.35168, 3.93426], [-4.58638, 0.54060, 4.11906], [-4.54250, -1.36514, 2.47697], [-3.12056, -0.11914, -2.10170], [-4.12580, -1.25835, -2.96973], [-2.97655, -0.25687, -3.85907], [-2.29079, -2.47503, -4.84152], [-0.78429, -4.42852, -4.64342], [0.17576, -5.00804, -2.43854], [0.17010, -4.79268, -0.12594], [-0.82514, -3.58952, 0.70045], [0.78759, -3.16223, 0.13427], [-2.81719, 3.06119, -2.76734], [-2.10886, 2.26309, -2.20967], [-2.17025, 1.92244, -0.95055], [-0.95919, 1.52453, -2.96513], [-0.70916, 1.71371, -4.12359], [-0.30033, 0.67791, -2.18935], [5.73176, -2.75171, 1.39798], [4.72346, -2.27097, 1.12145], [3.46345, -1.67009, 0.78343], [3.26361, -1.11616, -0.48042], [2.05087, -0.52476, -0.79364], [1.00567, -0.46595, 0.13340], [1.22750, -1.04889, 1.38576], [2.43284, -1.63919, 1.72087], [4.06442, -1.14692, -1.20846], [1.91065, -0.09773, -1.77905], [0.43253, -1.05446, 2.12471], [2.58297, -2.07995, 2.69874]],
  "atomic_forces_ev_per_a": [[0.3187, 0.5452, -0.8284], [0.0205, -0.0026, -0.0125], [-0.0014, 0.0187, -0.0248], [0.0130, 0.0118, 0.0078], [-0.0168, 0.0000, -0.0061], [-0.0136, 0.0096, -0.0112], [-0.0220, -0.0346, 0.0354], [-0.0027, -0.0220, -0.0052], [0.0611, -0.0026, -0.1248], [-0.1930, -0.1438, -0.1175], [-0.3553, -0.1115, 0.3944], [0.0807, -0.0017, -0.1371], [0.0793, 0.1255, 0.0005], [-0.0430, -0.0533, -0.0387], [-0.0443, 0.0044, 0.0559], [0.0218, 0.0851, 0.0034], [-0.0257, -0.1518, -0.1301], [0.5814, -0.2327, -0.2121], [-0.1577, 0.0518, 0.4298], [0.0392, -0.0366, -0.1248], [-0.1099, 0.3265, 0.1812], [0.0422, 0.0620, -0.1218], [-0.0316, -0.0074, -0.0142], [0.0010, 0.0046, 0.0095], [-0.0195, -0.0032, 0.0047], [0.0089, 0.0066, 0.0201], [0.0052, 0.0035, -0.0251], [0.0122, 0.0183, 0.0495], [-0.0290, -0.0168, 0.0114], [-0.0032, -0.0031, -0.0012], [-0.0064, 0.0061, 0.0015], [0.0057, 0.0082, 0.0102], [-0.0019, -0.0006, 0.0005], [0.0014, 0.0000, -0.0014], [-0.0047, 0.0016, 0.0028], [0.0013, 0.0054, -0.0023], [-0.0020, 0.0072, 0.0011], [-0.0037, 0.0012, -0.0059], [-0.0001, 0.0016, 0.0045], [0.0025, -0.0001, 0.0006], [-0.0017, -0.0032, 0.0012], [-0.0118, -0.0067, -0.0060], [0.0103, 0.0003, -0.0150], [0.0014, 0.0105, -0.0012], [-0.0027, -0.0031, 0.0015], [0.0004, -0.0027, -0.0032], [0.0014, -0.0018, 0.0032], [-0.0111, -0.0052, 0.0008], [0.0187, 0.0151, -0.0028], [0.0299, 0.0105, -0.0016], [-0.0653, 0.0456, -0.0546], [0.2682, 0.0108, 0.0566], [-0.6497, 0.1337, 0.3092], [-0.3943, 0.0693, 0.0327], [0.0610, -0.0271, -0.0061], [0.6325, -0.4196, -0.0338], [0.0025, -0.0025, 0.0020], [0.0158, -0.0065, -0.0041], [-0.0227, 0.0255, -0.0635], [0.0686, -0.0337, 0.0089], [-0.0971, 0.0594, -0.0056], [-0.2128, -0.2514, 0.4795], [0.1768, -0.1108, -0.0215], [-0.0318, 0.0288, 0.0896], [0.0060, -0.0011, 0.0010], [0.0016, -0.0046, -0.0138], [-0.0186, -0.0045, -0.0408], [0.0159, -0.0057, 0.0080]],
  "s2": 0.76,
  "e_tot_ev": -54039.085,
  "charge": -1,
  "de_lowest_kj_mol": 0.0,
  "spin_multiplicity": 2
}